Record 1
4
Properties=species:S:1:pos:R:3:forces:R:3:nbo_charge:R:1 method="wB97M-V/def2-TZVPD" e_tot_ha=-442.37241 total_charge=0 fmax_ev_per_a=4.88 orbital_gap_ev=10.848 lumo_ev=0.69
F -1.925334 0.590461 -0.012498 -1.635 1.575 -0.133 -0.585
P -0.969026 -0.627032 -0.048129 1.975 -0.761 -4.395 0.812
H -0.267252 -0.228793 0.961141 1.987 0.677 3.025 -0.121
H 0.310204 0.120510 -1.004436 -2.327 -1.492 1.503 -0.105


Record 2
20
Properties=species:S:1:pos:R:3:forces:R:3:nbo_charge:R:1 method="wB97M-V/def2-TZVPD" e_tot_ha=-706.11578 total_charge=0 smiles="CCC[P@@]([O-])(O)=C[NH3+]" fmax_ev_per_a=4.31 orbital_gap_ev=8.219 lumo_ev=0.62
C -1.006238 0.609856 2.892824 1.820 3.254 -2.161 -0.605
C -0.637211 0.831335 1.413356 2.594 -3.233 -0.429 -0.388
C -0.539406 -0.542857 0.684411 2.133 1.346 -0.048 -0.703
C 1.117513 0.204017 -2.408543 -2.467 -0.536 2.281 -0.752
N 1.797288 -1.060526 -2.871616 -0.386 0.212 1.979 -0.772
O -1.519301 0.413474 -1.665083 0.682 -0.555 1.273 -0.994
O -0.239625 -1.885854 -1.669294 -0.058 -1.070 0.344 -1.155
P -0.180963 -0.454257 -1.194074 -0.910 0.297 -1.559 1.918
H -1.915633 0.170367 3.095842 -2.332 -0.561 -0.047 0.209
H -0.299712 -0.026168 3.274260 1.980 -1.414 1.340 0.199
H -0.887757 1.611841 3.305685 -0.362 -0.257 0.799 0.213
H 0.375971 1.206495 1.102826 -0.739 0.640 1.526 0.193
H -1.319921 1.363760 0.885140 -2.197 1.939 -1.294 0.204
H -1.425132 -1.038956 0.898569 -2.037 -1.206 -0.643 0.227
H 0.200752 -1.184407 1.212454 0.102 0.484 -0.690 0.216
H 1.615387 0.981540 -1.851976 1.470 0.053 -0.465 0.186
H 2.608227 -1.325664 -2.339712 1.626 0.465 -0.761 0.392
H -1.894571 -0.092851 -2.388439 -0.128 0.049 -0.431 0.501
H 1.836391 -1.011033 -3.893342 0.339 -0.757 0.698 0.432
H 1.183973 -1.842664 -2.356445 -1.132 0.850 -1.712 0.479


Record 3
49
Properties=species:S:1:pos:R:3:forces:R:3:nbo_charge:R:1 method="wB97M-V/def2-TZVPD" e_tot_ha=-887.49990 total_charge=+1 fmax_ev_per_a=1.37 orbital_gap_ev=6.128 lumo_ev=-4.65
C 5.894180 -2.394241 -1.293999 0.155 -0.195 -0.223 -0.645
C 4.588310 -1.672882 -1.157758 -0.210 0.265 0.050 0.058
C 4.469615 -0.317569 -1.503284 -0.033 0.025 0.179 -0.223
C 3.291795 0.380385 -1.265163 -0.426 -0.097 0.052 -0.153
C 2.152879 -0.273666 -0.721680 0.940 -0.686 -0.020 -0.087
C 0.897253 0.405917 -0.537139 -0.011 0.974 -0.028 0.057
C -0.322841 -0.274763 -0.494926 -0.900 -0.072 0.166 -0.344
C -1.558763 0.357788 -0.467545 0.924 0.035 -0.208 0.014
C -2.822111 -0.296584 -0.622557 -1.191 -0.680 0.018 -0.091
C -4.030039 0.453162 -0.741148 0.489 -0.185 0.062 -0.133
C -5.247787 -0.170869 -0.965587 0.130 0.051 0.111 -0.229
C -5.332611 -1.565736 -1.076185 0.214 0.267 0.060 0.072
C -6.655472 -2.223410 -1.317994 -0.123 -0.128 -0.061 -0.646
C -4.160516 -2.320299 -0.949861 0.217 0.055 0.152 -0.227
C -2.937589 -1.712498 -0.703887 -0.092 0.437 -0.047 -0.136
C 2.283514 -1.653764 -0.398556 0.102 0.547 -0.317 -0.168
C 3.469409 -2.332326 -0.638521 -0.192 0.026 0.259 -0.209
H 5.742080 -3.477778 -1.332123 0.034 0.195 -0.032 0.229
H 6.418645 -2.081697 -2.202917 -0.035 -0.068 0.169 0.234
H 6.555819 -2.193469 -0.440815 -0.190 0.068 -0.145 0.242
H 5.333028 0.185908 -1.945624 -0.322 -0.068 0.177 0.231
H 3.225341 1.442699 -1.519715 0.013 -0.357 0.047 0.222
H 0.871993 1.492683 -0.677657 0.042 -0.599 -0.201 0.225
H -0.300190 -1.364489 -0.573248 -0.008 0.457 0.068 0.214
H -1.580590 1.448618 -0.396672 0.078 -0.235 -0.013 0.220
H -3.987589 1.538076 -0.646767 0.003 -0.203 -0.072 0.218
H -6.166452 0.415518 -1.043921 0.351 -0.092 0.011 0.230
H -6.541457 -3.307380 -1.393216 -0.088 0.151 -0.044 0.226
H -7.368112 -2.010432 -0.512529 0.182 0.011 -0.084 0.240
H -7.101102 -1.844262 -2.244077 0.050 -0.112 0.103 0.239
H -4.226001 -3.405516 -1.028512 0.085 0.256 0.053 0.227
H -2.052550 -2.327561 -0.561242 -0.237 0.030 -0.118 0.210
H 1.439301 -2.168302 0.051550 0.216 -0.055 -0.096 0.214
H 3.551318 -3.395241 -0.401175 -0.074 0.333 0.008 0.227
C 2.550313 2.039632 1.799496 -0.184 -0.317 0.371 -0.446
N 1.206182 1.458629 1.638012 0.316 -0.581 -0.424 -0.407
N 0.093597 2.268089 1.896045 -0.820 -0.236 -0.198 -0.296
C -0.434077 2.124099 3.247442 0.309 0.441 0.186 -0.416
C 0.189305 3.596643 1.324052 0.091 0.019 0.091 -0.427
H 2.819669 2.178468 2.865969 0.031 0.053 -0.541 0.205
H 3.266753 1.365887 1.308871 -0.165 0.172 0.282 0.223
H 2.571064 3.001269 1.270685 0.187 -0.381 0.240 0.210
H 1.052800 0.559837 2.108206 0.376 0.598 -0.178 0.384
H -1.456712 2.534380 3.296079 0.448 -0.220 -0.037 0.219
H -0.454164 1.049960 3.485466 -0.171 0.386 0.018 0.201
H 0.200015 2.642415 3.992766 -0.262 -0.180 -0.040 0.182
H -0.707436 4.162401 1.597039 0.192 -0.168 -0.058 0.228
H 1.079327 4.159103 1.668962 -0.477 -0.020 -0.060 0.184
H 0.230671 3.523172 0.225343 0.035 0.081 0.308 0.197


Record 4
80
Properties=species:S:1:pos:R:3:forces:R:3:lowdin_charge:R:1 method="wB97M-V/def2-TZVPD" e_tot_ha=-24684.58741 total_charge=0 fmax_ev_per_a=2.48 orbital_gap_ev=8.902 lumo_ev=-0.35
Cd -1.304304 -16.202641 -8.771060 -0.573 0.429 0.387 1.483
C -4.446809 -14.485225 -10.392287 -0.534 1.957 -0.051 -0.139
C -4.070904 -15.003810 -9.042724 -0.488 -1.061 0.324 -0.467
O -2.736744 -14.631491 -8.739279 -0.721 -0.392 0.353 -0.440
H -5.488570 -14.709423 -10.586081 -0.399 0.202 -0.107 0.080
H -3.900771 -14.785526 -11.283585 0.451 -0.568 0.352 0.055
H -4.295130 -13.386644 -10.304435 -0.482 -0.432 -0.484 0.035
H -4.240622 -16.097789 -9.137404 0.433 0.021 0.601 0.092
H -4.861168 -14.667893 -8.256076 1.425 -0.259 -1.122 0.086
C -2.367713 -17.955778 -11.740562 0.468 -0.890 -0.091 -0.095
C -1.826875 -18.652507 -10.486436 0.562 0.122 -0.457 -0.407
O -0.816733 -17.877541 -9.824103 -0.188 -1.224 -0.735 -0.461
H -2.742551 -16.970708 -11.514335 -0.228 0.445 0.052 0.040
H -3.154832 -18.567120 -12.211128 0.086 0.260 0.228 0.079
H -1.552566 -17.886076 -12.468179 -0.108 0.238 0.071 0.050
H -1.458333 -19.650387 -10.837197 0.315 0.645 0.438 0.107
H -2.655783 -18.902467 -9.829625 -0.220 0.151 0.466 0.070
C 1.373842 -14.626500 -9.382295 0.876 0.924 -0.407 -0.125
O 0.130599 -14.360216 -8.692323 0.291 0.661 -1.485 -0.251
H 1.310715 -14.617569 -10.518971 -0.310 -0.236 1.456 0.087
H 2.061184 -13.821788 -9.083516 -0.037 -0.075 -0.289 0.087
H 1.839035 -15.531940 -9.007583 -0.339 -0.392 -0.184 0.048
H -0.194753 -13.561983 -9.208576 -0.232 -1.033 0.870 0.074
C -2.332810 -13.338707 -5.683660 -1.856 -0.431 -0.533 -0.157
O -3.098566 -14.550285 -5.654017 -0.561 -0.600 -1.790 -0.160
H -2.103488 -13.080713 -6.695532 0.638 -0.042 -0.788 0.043
H -2.923341 -12.482192 -5.329071 0.160 -0.346 0.479 0.053
H -1.472482 -13.547786 -5.111583 1.183 0.347 0.718 0.056
H -3.273204 -14.866366 -6.604159 0.595 0.954 1.811 0.067
C -1.939571 -16.714566 -3.075812 -0.491 -1.165 0.026 -0.111
O -1.418439 -17.658211 -4.030890 0.697 -1.556 0.506 -0.168
H -2.315686 -15.908798 -3.673194 -0.305 0.462 -0.213 0.056
H -2.743801 -17.173103 -2.490116 -0.131 0.122 -0.226 0.084
H -1.236069 -16.343852 -2.349544 0.781 0.045 0.025 0.071
H -1.161732 -18.546743 -3.629576 -0.633 1.988 -0.290 0.087
C 1.065556 -16.159769 -6.310161 1.303 -1.050 0.351 -0.119
O 0.090271 -17.021537 -6.892092 -0.619 0.449 0.184 -0.211
H 0.670422 -15.173956 -6.428851 0.145 0.750 0.322 0.051
H 1.287111 -16.458447 -5.257298 -0.566 0.389 -0.618 0.092
H 2.038243 -16.278115 -6.839213 -0.653 0.326 0.148 0.096
H 0.533167 -17.628015 -7.470036 0.585 -0.903 -0.559 0.011
C 2.038664 -19.540509 -9.449023 -0.598 -0.819 1.012 -0.198
O 1.908337 -18.136811 -9.407301 -1.413 -0.065 -0.353 -0.188
H 1.610873 -20.039667 -10.337348 0.268 0.424 0.118 0.098
H 3.057212 -19.768380 -9.304027 1.485 -0.324 -0.478 0.067
H 1.601496 -20.018140 -8.553847 -0.321 0.230 -0.552 -0.033
H 0.935339 -18.052433 -9.607125 0.234 0.555 -0.078 0.024
C 0.748989 -11.633887 -6.258437 0.463 0.538 -1.015 -0.118
O 0.852472 -11.388090 -7.697476 -0.708 0.278 0.819 -0.141
H -0.071958 -11.060861 -5.808503 0.148 -0.236 -0.082 0.074
H 0.609688 -12.698309 -6.103691 -0.153 -0.075 -0.070 0.049
H 1.702339 -11.338325 -5.813587 -0.150 0.016 0.212 0.076
H 0.415270 -10.536281 -7.872701 0.360 -0.529 0.043 0.076
C -3.646592 -18.611298 -6.788265 -0.475 -0.747 -2.318 -0.151
O -2.535955 -17.757727 -7.074767 -0.667 -0.313 1.040 -0.215
H -4.543635 -18.153464 -6.405356 -0.049 0.702 0.368 0.080
H -3.960590 -19.139619 -7.718728 0.285 0.680 0.262 0.085
H -3.365362 -19.436774 -6.185826 0.452 -0.593 1.096 0.045
H -2.125399 -17.669888 -6.197097 0.371 0.576 -0.313 0.036
C -1.962402 -12.792270 -11.833709 -0.796 -1.385 -1.059 -0.190
O -1.405047 -13.265429 -10.648471 -0.824 -0.910 1.624 -0.201
H -2.392964 -13.677103 -12.415891 0.447 1.170 0.399 0.092
H -2.774486 -12.075273 -11.671643 0.167 0.044 -0.057 0.032
H -1.168872 -12.359784 -12.434300 0.012 0.204 -0.066 0.079
H -2.100103 -13.797128 -10.087396 1.164 0.989 -0.642 0.049
C 2.884127 -17.454034 -12.461797 0.532 -0.840 -0.187 -1.634
Br 1.412984 -16.514180 -13.190575 -0.147 0.513 -0.353 0.622
Br 4.295647 -16.379090 -11.709032 -0.497 0.101 0.122 0.577
Br 3.737579 -18.684754 -13.733651 -0.429 0.224 0.113 0.532
H 2.411252 -18.078484 -11.718735 0.498 0.060 0.420 -0.074
C -0.238947 -20.310585 -5.769617 0.622 0.699 -0.413 -1.564
Br -0.922492 -20.835504 -7.487004 0.033 -0.256 0.187 0.688
Br 1.709246 -19.927833 -5.889503 -0.801 -0.297 0.375 0.633
Br -0.651548 -21.536153 -4.342791 0.046 0.302 -0.267 0.614
H -0.680343 -19.327245 -5.594043 0.106 -0.360 0.243 -0.073
C -3.545161 -10.771356 -8.084561 -1.779 -0.461 -0.981 -1.578
Br -3.593200 -9.875731 -9.811758 0.383 0.341 0.588 0.599
Br -5.182168 -11.888714 -8.082415 0.571 0.389 0.459 0.624
Br -3.436593 -9.758006 -6.508466 0.070 0.732 0.234 0.644
H -2.717003 -11.422602 -8.091380 0.765 -0.785 -0.187 -0.068